[1]
Density functional theory data (ωB97M-V with the def2-TZVPD basis set) for a structure of composition C33H47N4O6P2PtS in a non-equilibrium geometry.

The geometry in XYZ format:
```
94
Properties=species:S:1:pos:R:3:forces:R:3:mulliken_charge:R:1
Pt -0.634894 -1.209613 1.322616 0.2868 -2.0134 -1.0288 1.222
S -1.512484 2.285043 2.451557 1.9886 0.3607 -0.6761 -0.171
P 0.024341 0.401496 -1.586255 0.1732 -0.1176 0.1089 -1.411
P 1.476644 -2.131881 -1.043135 0.0820 0.1056 -0.0667 -0.302
O 0.321735 -2.538035 -0.174842 -0.1023 0.2776 0.2670 -0.924
O 2.580384 -1.262699 -0.356982 -0.0579 0.0959 0.0974 0.548
O -0.841159 1.046622 -2.703132 -0.1724 0.0120 -0.0247 -0.177
O 2.105854 -3.406683 -1.655402 -0.1541 -0.0218 -0.1245 -0.364
O -0.799229 -0.057868 -0.421023 -0.3984 0.6742 0.3666 0.409
O 1.048126 1.470015 -1.106796 0.0161 -0.0346 -0.0224 -0.019
N -3.686185 3.218609 0.977060 -0.1857 -0.3817 -0.1073 0.440
N -0.205081 -2.686760 2.581804 0.8112 0.3400 0.4037 0.242
N -3.553526 0.909233 0.667739 -0.2418 0.1664 -0.2130 -0.036
N -3.087450 4.509052 2.611033 0.2192 -0.0896 0.3493 0.240
C -2.114567 0.638212 3.267309 0.3860 1.6978 0.1062 0.096
C 2.968314 -0.419297 1.857014 0.0113 0.0863 0.0084 -1.060
C 4.685721 -1.835526 0.672081 0.0375 0.0064 -0.0510 -1.328
C 0.898525 -1.000969 -2.316518 0.0457 0.0240 0.0594 -0.427
C 1.414084 -4.246069 4.159218 0.0195 0.0364 0.0628 -0.581
C -1.147897 -0.424552 2.997912 0.3012 1.0585 -0.6823 -0.316
C 0.279322 -2.197046 3.757036 -0.2355 0.0981 0.0155 0.627
C -4.210381 -0.166763 -1.363493 0.1703 0.1758 0.1280 -0.697
C -2.416157 5.054845 3.803933 -0.0274 -0.0558 -0.1027 -0.781
C 0.053626 -3.946774 2.217099 -0.1099 0.0370 0.0669 -0.096
C -4.498094 1.066946 -1.920022 -0.0619 -0.0342 -0.2510 -0.656
C 3.165923 -3.425915 -2.703981 0.0451 0.0029 0.0401 0.842
C 1.894306 2.225332 -2.064724 -0.0287 0.0141 -0.0136 0.861
C 1.111992 -2.945742 4.553398 -0.0019 -0.1074 0.0827 -0.689
C -0.335382 -0.888863 4.054745 -0.6989 -0.3153 -0.4620 0.539
C 4.074481 -4.579491 -2.362761 -0.0037 -0.0601 0.0183 -1.488
C -2.814129 3.331437 2.012703 -0.8473 -0.3441 0.0712 0.008
C 3.327211 2.061252 -1.622303 0.0266 -0.0077 0.0595 -1.269
C -4.302837 2.225787 -1.185990 -0.0156 0.1782 0.0070 -0.986
C 0.852323 -4.758300 3.002682 -0.0976 -0.1096 0.0146 -0.828
C -3.710285 -0.189909 -0.070873 -0.3468 -0.0134 0.2101 -0.829
C 1.407696 3.653958 -2.071239 -0.0227 0.0342 0.0320 -1.481
C -1.231677 0.834883 5.538755 0.2683 -0.1501 0.3634 -1.404
C -4.119197 5.125897 1.972994 -0.0302 -0.0132 -0.1443 -0.718
C -1.340171 1.873118 -4.890949 -0.0164 0.0310 -0.0265 -1.408
C -0.334091 -0.226761 5.261497 -0.2299 0.1920 0.3807 -0.155
C -3.849086 2.069054 0.104967 0.3103 -0.1406 0.3669 0.629
C 3.219705 -1.587379 0.933332 0.0775 -0.0926 0.0157 0.848
C 2.498009 -3.571156 -4.051092 -0.0349 -0.0304 -0.0170 -1.287
C -4.505541 4.311604 0.955091 0.0458 0.1055 -0.0761 -0.238
C -1.021444 0.621616 -4.111731 0.0466 0.0057 -0.0533 0.738
C -2.096881 -0.436043 -4.197951 -0.0578 -0.0233 -0.0080 -1.120
C -2.139909 1.214382 4.611182 -0.7298 -0.5711 0.3509 -0.383
H -0.065786 0.218436 -4.453241 0.0422 0.0109 0.0850 0.319
H 3.484260 2.545846 -0.657321 -0.0062 -0.0102 -0.0124 0.328
H 1.022428 -5.781532 2.699485 0.0160 0.0113 0.0045 0.485
H 2.077749 4.269928 -2.671175 -0.0162 -0.0125 -0.0120 0.416
H 3.989966 2.528129 -2.350904 -0.0062 0.0076 0.0121 0.439
H 1.401281 4.046849 -1.053341 0.0396 0.0039 -0.0226 0.314
H -1.359477 4.815875 3.765105 0.0254 0.0273 0.0103 0.369
H 3.516043 -5.515787 -2.374475 0.0043 0.0096 -0.0086 0.353
H -2.960402 0.725653 2.583846 -0.8230 -1.0638 0.2557 0.678
H -2.105566 -0.864607 -5.200600 0.0048 0.0247 -0.0032 0.473
H -4.870965 1.141586 -2.933516 -0.0522 -0.0092 0.0274 0.549
H -3.485454 -1.123133 0.431954 0.0592 -0.0207 -0.0928 0.690
H -5.294708 4.432269 0.232816 0.0029 -0.0421 0.0435 0.516
H -0.590670 2.645065 -4.719459 0.0027 -0.0198 -0.0200 0.356
H 0.402709 3.730512 -2.486339 0.0000 -0.0158 0.0201 0.327
H -4.503776 3.198291 -1.614354 0.0189 -0.0113 0.0149 0.475
H 3.707924 -2.479020 -2.627987 -0.0053 0.0112 0.0219 0.250
H -1.941088 -1.248874 -3.485601 0.0181 0.0061 -0.0158 0.239
H 2.063041 -4.860382 4.769497 -0.0022 0.0072 -0.0059 0.500
H 1.898814 -2.699195 -4.315828 0.0016 -0.0131 -0.0006 0.193
H 3.441277 0.481813 1.463168 0.0169 -0.0274 0.0105 0.323
H -2.320730 2.261688 -4.612844 0.0261 0.0095 0.0165 0.281
H 5.197317 -2.058999 1.608739 -0.0122 0.0013 -0.0116 0.431
H -2.552211 6.131641 3.801067 0.0134 0.0065 0.0069 0.347
H 1.725016 -0.652524 -2.940776 -0.0226 -0.0528 -0.0348 0.659
H -4.353140 -1.083454 -1.917060 -0.0403 -0.0118 0.0319 0.564
H -0.393657 -4.291393 1.297756 0.1014 0.0542 -0.0698 0.596
H 1.507912 -2.536265 5.472899 -0.0013 -0.0293 -0.0053 0.481
H 3.390994 -0.630078 2.840537 0.0191 0.0054 -0.0194 0.433
H 4.530410 -4.455538 -1.381678 -0.0100 -0.0052 -0.0054 0.298
H 3.596086 1.008285 -1.531985 -0.0109 0.0032 -0.0185 0.162
H 4.870922 -4.646606 -3.103620 -0.0028 0.0137 0.0079 0.424
H 0.337379 -0.550166 6.049861 0.0071 0.0503 0.0063 0.476
H 5.147603 -0.949624 0.233675 -0.0049 -0.0055 0.0205 0.311
H -2.864835 4.631359 4.699253 -0.0221 0.0061 0.0139 0.320
H -2.916428 1.928956 4.858166 0.0449 -0.0116 -0.0562 0.786
H 2.747077 -2.496474 1.318399 -0.0651 0.0136 -0.0124 -0.004
H 4.832364 -2.676970 -0.003647 -0.0074 -0.0008 0.0124 0.143
H 1.751316 1.781083 -3.055404 -0.0018 -0.0249 0.0060 0.233
H -1.353313 1.643637 -5.956700 -0.0256 -0.0061 0.0132 0.410
H 1.858517 -4.454198 -4.061100 0.0238 -0.0004 0.0003 0.332
H -3.077848 -0.000281 -4.011484 0.0487 -0.0144 -0.0105 0.149
H 3.259873 -3.695245 -4.820482 -0.0002 0.0179 0.0074 0.458
H 0.187387 -1.565794 -2.923906 0.0611 0.0110 -0.0623 0.529
H -4.507856 6.081213 2.283514 0.0533 -0.0003 0.0069 0.480
H 1.901053 -0.221262 1.967581 -0.0272 -0.0193 -0.0076 -0.008
H -1.229423 1.281017 6.523966 0.0547 0.0271 -0.0505 0.455
```
Forces are in eV/Å.

Properties
Energy above the lowest of the compared OMol25 structures with the same formula, charge and spin   67.0 kcal per mole
LUMO energy   -9.75 eV
Orbital gap   0.2433 Eh
HOMO level   -0.602 hartree
Total charge   +3

[2]
Density functional theory data (ωB97M-V with the def2-TZVPD basis set) for a cluster of 3 separate species, C33H48BClO15P2 in total in a non-equilibrium geometry.

The geometry in XYZ format:
```
100
Properties=species:S:1:pos:R:3:forces:R:3:mulliken_charge:R:1
Cl 0.021707 5.531272 -1.470900 -0.1212 0.0150 0.1972 -0.189
P 0.790249 -0.394015 -1.055979 -4.6456 -1.7117 1.3848 0.920
P 7.756928 -5.737040 -2.007578 -3.8882 -6.3164 -5.0350 1.113
O -10.401607 3.797639 -0.876668 -0.1105 0.3491 0.5477 -0.540
O 0.749916 -0.095784 -2.498565 2.3462 0.8080 0.2642 -0.826
O 6.709003 -6.988578 -1.792826 0.0324 0.0595 0.8688 -0.383
O -4.211792 0.849624 4.396940 -0.0592 -0.3856 -0.0043 -0.314
O 0.700419 -1.992841 -0.846848 0.4689 0.4220 -0.0640 -0.312
O 6.712254 -4.717347 -2.350849 2.1121 2.7674 2.4375 -0.755
O -5.416181 1.595544 4.243176 -0.0118 0.4245 -0.0847 -0.286
O -3.123564 4.780027 -1.244097 0.0214 0.2616 0.1530 -0.562
O 1.010997 4.873263 0.812610 -0.3732 0.0275 0.0228 -0.476
O 8.855072 -6.805608 -1.363808 1.0719 3.0113 1.9320 -0.261
O -0.660286 0.038848 -0.491318 0.3370 0.0637 0.1774 -0.223
O 1.499555 0.013930 0.335646 1.4282 0.6598 -1.6735 -0.266
O -9.956369 3.510383 1.456810 -0.2040 -0.0073 -0.4250 -0.511
O 8.291163 -6.084519 -3.527507 0.6874 0.6286 0.4626 -0.362
O -4.984667 0.809610 0.427599 -0.1185 -0.0393 0.1705 -0.629
C -1.339734 1.914844 4.386188 -0.1574 -0.3217 -0.0392 -0.744
C 0.012159 5.247605 0.287806 0.6114 -0.1007 -0.0081 0.606
C -3.040806 3.687189 0.881954 -0.0068 -0.1392 0.0987 0.425
C -1.421411 3.626189 2.621728 0.1116 0.1764 0.1595 -1.019
C 9.531376 -5.280687 0.440222 -0.1500 0.0589 -0.1030 -1.175
C -7.115761 2.878677 0.373711 0.0850 0.5370 -0.2069 -0.752
C -1.954031 2.460290 3.158768 1.1923 0.0830 -0.6276 1.105
C 5.335949 -6.769734 -1.484353 -0.2464 -0.0412 -0.4065 -0.295
C 4.501562 -6.766826 -2.750412 -0.0784 0.0053 -0.1463 -1.102
C -1.592672 0.749772 -1.305451 -0.2859 -0.0003 -0.2247 0.499
C -5.747796 3.043445 0.249025 0.0492 -0.3460 0.2159 0.110
C 1.588262 -2.846617 -1.567071 0.2228 -0.3418 -0.1434 -0.392
C -3.704646 0.613267 3.080227 -0.0006 0.4451 0.1944 -1.807
C -1.932182 4.254377 1.499854 -0.0944 0.1120 -0.2535 0.639
C -7.406653 5.096160 -0.556198 0.4055 -0.1254 -0.0584 -0.627
C 8.906155 -5.072286 -4.312407 0.0287 0.1325 -0.2313 -0.320
C -1.143129 0.619057 4.678961 0.1725 0.1102 0.2022 -0.888
C 2.807959 0.614003 0.382116 0.4023 0.1775 0.1878 -0.274
C -3.585325 2.501058 1.401441 -0.2002 0.1255 -0.0530 0.588
C 2.986222 -2.839811 -0.978342 0.0199 0.1593 0.0324 -0.556
C 3.036279 1.631981 -0.715123 -0.1037 -0.0672 -0.2382 -1.042
C -6.031955 5.247873 -0.674209 0.0385 0.0304 -0.1634 -0.844
C 10.332464 -4.800037 -3.868277 -0.0435 -0.0020 0.1341 -0.987
C -9.828705 4.657244 2.307308 0.0455 -0.3600 0.8099 -0.216
C 9.935762 -6.373182 -0.526808 0.3932 -0.1334 0.0271 -0.175
C -5.207727 4.217613 -0.260709 0.1175 -0.0710 0.1698 0.344
C -9.115861 4.288187 3.605669 -0.3211 0.1104 -0.0802 -0.957
C -7.947624 3.927042 -0.022523 -0.7537 0.0526 -0.1202 0.265
C -3.065297 1.873373 2.527710 0.0077 -0.2783 -0.2109 1.300
C -1.296518 5.529488 0.997793 -0.1155 0.3731 -0.3823 -1.236
C -2.571917 -0.195853 -1.967028 -0.0050 -0.2069 0.0484 -1.287
C -3.717122 4.295639 -0.309232 -0.1040 -0.1028 -0.0776 -0.381
C -4.794790 1.976628 0.679869 0.0878 0.1120 -0.0743 -0.303
B -9.511698 3.736569 0.172576 0.2049 0.0374 0.2773 0.754
H -1.951715 6.074278 0.326384 -0.0554 -0.1479 -0.0881 0.495
H -0.555265 4.070840 3.097907 0.0067 -0.0172 0.0618 0.538
H 3.069036 1.157822 -1.700272 0.0013 0.0200 0.0587 0.357
H 3.572070 -0.167489 0.354114 -0.0825 -0.0554 -0.0296 0.233
H 10.347422 -4.314907 -2.885857 0.0134 0.0235 -0.0170 0.220
H 3.983865 2.148404 -0.564169 -0.0036 0.0035 0.0744 0.420
H -4.529886 0.256659 2.475066 0.1763 -0.0711 -0.2323 0.745
H -0.730224 -0.111953 3.992237 -1.2201 -0.2134 -0.5444 0.386
H 1.614078 -2.566390 -2.622743 -0.0676 0.0957 0.0335 0.272
H -2.127747 1.428447 -0.639768 0.0728 -0.0346 0.1165 -0.347
H 5.013290 -7.591239 -0.841534 0.1845 -0.0642 0.0095 0.353
H -2.048241 -0.965875 -2.534525 0.0772 0.1125 -0.0861 0.362
H 8.902309 -5.434479 -5.340710 -0.0511 -0.0886 0.0371 0.355
H -1.076282 1.364203 -2.042760 0.0948 -0.1074 -0.0261 0.389
H -10.307325 4.647128 -1.320480 0.1094 -0.2966 -0.5824 0.319
H 9.292276 -4.352446 -0.093958 0.0369 -0.0114 0.0023 0.354
H 1.165949 -3.849608 -1.506385 -0.1124 0.0614 0.0785 0.318
H -6.077900 0.936483 3.983621 0.1264 -0.2104 0.1314 0.316
H -2.952052 -0.163508 3.154843 -0.1620 -0.1727 0.1882 0.377
H -9.850081 3.886049 4.302765 0.1407 -0.2655 0.0305 0.330
H -9.315123 5.484876 1.811153 0.0018 -0.0550 -0.1427 0.236
H 10.776573 -6.050611 -1.148307 -0.0301 0.0309 -0.0183 0.218
H 8.647409 -5.575395 1.008090 0.0477 -0.0477 0.0468 0.328
H -3.236286 0.346416 -2.641993 -0.0021 0.0200 0.0211 0.379
H 4.535506 -7.744769 -3.232262 -0.0244 -0.0383 0.0727 0.341
H 5.200694 -5.847912 -0.918931 0.0380 0.0628 -0.0817 0.264
H 3.460117 -6.524496 -2.528159 -0.0098 -0.0359 0.0084 0.356
H -3.178120 -0.701728 -1.215034 -0.0433 0.0564 0.0214 0.258
H 2.953752 -3.012044 0.098301 -0.0380 -0.0517 -0.0079 0.282
H -8.041676 5.910424 -0.884799 -0.0999 -0.0176 0.0401 0.407
H 2.232415 2.369994 -0.730641 0.0540 0.0487 0.0674 0.231
H 2.883699 1.097244 1.355707 -0.1776 -0.0669 0.0352 0.317
H -8.690060 5.170314 4.083438 0.1149 0.0132 -0.0744 0.320
H 10.340297 -5.061546 1.136554 -0.0026 0.0203 0.0002 0.388
H -1.409988 0.262408 5.669626 1.3570 0.1948 0.4424 0.241
H -7.539028 1.974942 0.790619 0.1043 -0.0883 0.0037 0.570
H 4.877344 -6.044357 -3.474459 0.0169 0.1135 0.1209 0.263
H 3.606570 -3.609567 -1.440061 0.0018 0.0292 -0.0384 0.147
H 8.312279 -4.154421 -4.285659 -0.0450 -0.0330 0.0256 0.266
H -5.589581 6.148681 -1.078388 -0.0280 0.0292 -0.0349 0.515
H 10.838647 -4.139235 -4.572840 -0.0106 0.0206 0.0142 0.421
H 10.895134 -5.730815 -3.791427 -0.0051 -0.0105 -0.0601 0.241
H -8.339306 3.550136 3.417750 0.1049 0.0608 0.0504 0.128
H -10.841847 4.964216 2.568892 -0.0124 0.2673 -0.2769 0.374
H -1.046529 2.646107 5.137254 -1.1815 0.0611 0.4345 0.347
H 10.267528 -7.252285 0.026017 -0.1152 -0.0850 -0.0825 0.339
H -1.069066 6.218052 1.813395 0.1608 -0.2492 0.1942 0.508
H 3.471483 -1.873996 -1.148230 0.0354 -0.0482 -0.0382 0.129
```
Forces are in eV/Å.

Properties
LUMO energy   -0.94 eV
Orbital gap   0.2827 Eh
HOMO level   -0.317 hartree
Total charge   0

Q: The lowest HOMO level belongs to which entry?
A: C33H47N4O6P2PtS

Q: Look up the total charge of the first one.
A: +3

Q: Among the records above, which one has the lowest LUMO energy?
A: C33H47N4O6P2PtS